Here is a structure of composition C7H11BrIrN3O7P2S from the Open Molecules 2025 dataset. Energies are from the ωB97M-V functional and the def2-TZVPD basis.

```
33
Properties=species:S:1:pos:R:3:forces:R:3
Ir -0.456875 -0.047618 0.087567 0.29 -0.42 -0.15
O -4.288054 1.199707 1.300585 -0.01 -0.05 0.02
P -3.055947 0.802523 0.440433 0.23 0.13 0.07
O -1.903793 1.798381 0.409373 -0.08 0.14 0.02
O -2.454269 -0.509805 0.939206 -0.02 -0.04 0.01
O -3.585935 0.639705 -1.042269 -0.10 0.06 -0.06
P -2.578356 0.844569 -2.336691 0.07 -0.10 0.06
O -2.397196 2.405977 -2.410316 -0.01 0.06 -0.04
O -3.124735 0.230711 -3.528470 0.05 0.00 0.00
O -1.209179 0.258186 -1.814414 -0.17 -0.14 0.08
H -5.002417 1.667529 0.850038 -0.04 0.02 -0.02
H -2.021624 2.773300 -1.595990 0.00 0.02 0.04
N 0.848993 -1.401679 -1.620806 0.01 0.07 0.03
N 0.797173 -2.787959 -1.494092 -0.06 0.01 0.08
C 0.277047 -3.346445 -0.393786 0.10 0.04 -0.02
N 0.238290 -4.670428 -0.329110 0.01 0.01 -0.03
S -0.308460 -2.439317 0.930004 -0.13 -0.01 -0.10
H 0.252001 -1.073404 -2.378642 0.00 0.00 -0.03
H 1.806901 -1.089012 -1.742670 0.02 0.01 0.00
H 1.050008 -3.351111 -2.294379 -0.01 -0.02 -0.01
H 0.598915 -5.262154 -1.061185 0.00 -0.01 0.00
H -0.182525 -5.112488 0.471793 -0.01 0.00 0.00
Br 4.716730 3.071020 2.920226 -0.01 0.00 -0.01
C 3.265348 2.192517 2.134341 -0.02 -0.01 -0.01
C 2.118720 2.912630 1.809613 0.00 0.01 0.01
C 1.047365 2.261684 1.235802 0.07 -0.06 -0.02
C 1.104814 0.873387 0.971215 -0.04 0.31 0.07
C 2.281892 0.167654 1.318428 -0.11 0.02 0.00
C 3.349408 0.820347 1.891164 0.01 -0.03 0.00
H 2.073047 3.973027 2.015059 -0.01 0.00 0.00
H 0.149894 2.817655 1.004313 -0.01 -0.01 -0.01
H 2.346823 -0.900030 1.150310 0.01 -0.02 0.01
H 4.246000 0.280942 2.163352 0.00 -0.01 -0.01
```
Forces are in eV/Å.

Properties
HOMO energy (spin up / spin down) = -11.8 / -12.3 eV
net charge = +1
multiplicity = 6
maximum force = 0.53 eV/Å
E_tot = -4723.4064 hartree
E_LUMO (spin up / spin down) = -2.9 / -6.6 eV


Here is an isolated molecule of C5H2O from the Open Molecules 2025 dataset. Energies are from the ωB97M-V functional and the def2-TZVPD basis.

```
8
Properties=species:S:1:pos:R:3:forces:R:3
C -2.558023 0.859199 -1.116276 -3.05 2.38 -2.21
C 0.375300 -0.249402 0.255487 1.52 -0.21 0.81
C 1.714965 0.152978 0.039238 1.91 0.18 1.69
C -0.867387 -0.436848 0.439675 -3.57 -0.41 -1.31
C -1.760124 0.179032 -0.560524 3.66 -1.92 2.79
O 2.101954 0.536051 -1.034354 0.25 -0.10 -0.45
H 2.496221 0.101436 0.974004 -1.92 0.13 -1.70
H -1.502903 -1.142443 1.002749 1.19 -0.05 0.38
```
Forces are in eV/Å.

Properties
HOMO energy (spin up / spin down) = -9.3 / -10.5 eV
net charge = 0
multiplicity = 1
maximum force = 4.99 eV/Å
E_tot = -266.6336 hartree
E_LUMO (spin up / spin down) = -3.1 / -1.4 eV


Here is a structure of composition C49H39AlN6P2Se2 from the Open Molecules 2025 dataset. Energies are from the ωB97M-V functional and the def2-TZVPD basis.

```
99
Properties=species:S:1:pos:R:3:forces:R:3
Al 0.849540 2.154753 0.259845 -0.33 0.13 -0.30
Se 2.995394 -3.949371 2.489160 -0.01 -0.04 -0.04
P 1.316799 -3.610390 1.282584 0.05 0.04 0.01
C 1.250731 -4.756081 -0.114202 -0.01 -0.03 0.05
C 1.642598 -4.358020 -1.384017 -0.01 0.03 -0.03
C 1.789226 -5.300471 -2.392757 -0.02 0.03 -0.03
C 1.537797 -6.637738 -2.138985 -0.02 0.00 0.00
C 1.143850 -7.040854 -0.868664 0.00 0.00 -0.01
C 1.014287 -6.107484 0.143082 -0.01 0.01 0.03
C -0.218376 -3.807761 2.235539 -0.02 0.01 0.01
C -1.331698 -4.482266 1.753512 -0.02 -0.02 -0.02
C -2.461883 -4.630141 2.548285 0.01 0.00 0.01
C -2.475983 -4.114927 3.833349 0.00 0.02 -0.02
C -1.357420 -3.454513 4.327678 -0.02 0.01 0.01
C -0.233465 -3.302726 3.536389 0.02 0.02 -0.03
C 1.270352 -1.904185 0.621645 0.01 -0.05 -0.03
C 0.340783 -1.001977 0.091132 -0.15 -0.19 0.20
N 0.964102 0.199119 0.112303 0.14 0.38 -0.16
N 2.215219 0.027588 0.548419 0.10 0.03 0.23
N 2.409832 -1.204314 0.866320 -0.01 -0.12 -0.09
P -1.279094 -1.062880 -0.717550 0.06 0.00 0.00
Se -1.539662 0.625192 -1.958640 -0.04 0.10 0.01
C -2.527609 -1.152543 0.576745 -0.02 -0.02 -0.01
C -3.863638 -1.309380 0.205224 0.00 0.01 0.00
C -4.856523 -1.257728 1.166223 0.00 0.01 0.01
C -4.525099 -1.024782 2.496315 0.02 0.00 -0.02
C -3.200933 -0.854791 2.863483 0.00 -0.02 0.00
C -2.198217 -0.924556 1.906301 0.03 0.00 0.02
C -1.382277 -2.562930 -1.724782 -0.02 0.03 -0.04
C -2.159991 -3.656898 -1.372754 0.03 -0.07 0.06
C -2.259976 -4.745601 -2.229991 -0.02 0.01 0.00
C -1.610319 -4.727419 -3.452042 0.01 0.00 0.00
C -0.861549 -3.617822 -3.824050 0.04 -0.06 0.00
C -0.746628 -2.541928 -2.966491 0.08 0.04 0.03
H 1.855012 -3.315362 -1.583013 0.00 0.03 0.00
H 2.101654 -4.984405 -3.379153 0.01 0.01 -0.02
H 1.655161 -7.369930 -2.926648 0.01 -0.02 -0.02
H 0.959726 -8.086519 -0.662724 -0.01 -0.02 0.01
H 0.759296 -6.429755 1.145095 -0.01 0.01 0.02
H -1.308248 -4.921501 0.767229 0.00 0.01 -0.05
H -3.323411 -5.162059 2.166168 -0.02 -0.01 -0.01
H -3.353204 -4.234428 4.454951 -0.02 -0.01 0.02
H -1.357817 -3.067485 5.338151 0.00 0.01 0.02
H 0.654873 -2.822281 3.927904 0.01 0.01 0.00
H -4.124583 -1.449518 -0.836655 0.01 0.00 -0.02
H -5.891463 -1.380028 0.876686 -0.02 0.00 0.00
H -5.303898 -0.969545 3.244500 -0.03 0.00 0.02
H -2.941300 -0.672397 3.896953 0.01 0.01 0.03
H -1.163097 -0.798748 2.198436 0.01 0.00 0.01
H -2.696753 -3.660592 -0.435328 -0.01 0.01 0.03
H -2.859205 -5.600138 -1.945206 -0.01 -0.01 0.01
H -1.693444 -5.572767 -4.121687 -0.01 -0.02 -0.01
H -0.364858 -3.595579 -4.784613 0.01 0.00 -0.03
H -0.185043 -1.664154 -3.263202 -0.01 -0.01 0.01
C -1.907870 3.573656 -0.020191 0.11 0.03 0.06
N -0.467738 3.425093 0.117450 -0.12 -0.16 0.05
C 0.271359 4.611799 0.088698 -0.02 0.04 0.00
C 1.367003 4.860060 0.828772 0.02 -0.01 0.04
C 2.396466 5.782086 0.319629 0.03 0.01 0.02
C 3.610216 5.263254 0.161586 -0.03 -0.01 0.01
C 3.788162 3.779270 0.474687 0.10 -0.06 -0.01
N 1.789496 4.139914 1.984367 -0.01 0.03 -0.05
C -2.333612 4.410438 -1.209255 0.03 -0.02 -0.02
C -3.235533 5.455017 -1.057067 -0.02 -0.03 -0.01
C -3.634338 6.220568 -2.145838 -0.01 -0.01 0.01
C -3.127250 5.950181 -3.406406 0.01 -0.01 -0.02
C -2.216907 4.912776 -3.569492 -0.02 0.02 0.01
C -1.824366 4.153880 -2.479449 0.09 -0.01 -0.03
H -2.335438 4.025220 0.884978 0.06 0.01 -0.02
H -2.343267 2.581754 -0.110750 -0.05 -0.12 -0.03
H 0.037570 5.328247 -0.698898 -0.03 0.02 -0.05
H 2.159778 6.801726 0.043405 -0.02 0.04 -0.01
H 4.447564 5.825527 -0.228110 0.04 0.03 -0.02
H 4.848264 3.582487 0.645427 -0.03 -0.01 0.00
H -3.626372 5.674178 -0.070821 -0.01 0.02 0.03
H -4.335759 7.032740 -2.004933 -0.01 0.01 0.00
H -3.431899 6.546338 -4.256700 0.00 0.01 -0.01
H -1.811225 4.697782 -4.549687 0.01 0.00 -0.02
H -1.094112 3.361452 -2.606318 -0.03 0.04 0.02
C 2.947965 1.957000 -3.303290 -0.03 0.01 0.02
C 4.227707 2.402013 -3.002453 0.01 0.00 0.00
C 4.477789 2.931751 -1.755488 -0.02 0.01 -0.01
C 3.462494 3.021890 -0.804364 -0.05 0.08 0.00
N 2.238705 2.545756 -1.099127 0.08 -0.07 0.11
C 1.993227 2.033445 -2.318516 0.03 -0.02 -0.07
C 3.066427 3.457044 1.785393 -0.01 0.03 0.05
C 3.960396 3.441547 2.958266 -0.01 -0.02 0.01
C 3.591642 2.883868 4.115176 -0.01 -0.01 -0.02
C 2.362369 2.119949 4.223097 -0.01 0.01 -0.03
C 1.562124 1.952677 3.164076 0.03 0.00 0.02
C 1.764256 2.656763 1.883380 0.10 -0.10 0.09
H 2.696891 1.540588 -4.267368 0.00 -0.01 -0.01
H 5.021304 2.336275 -3.733930 0.02 0.00 -0.03
H 5.462753 3.294961 -1.498644 0.02 0.01 0.00
H 0.988963 1.653334 -2.474335 0.00 -0.01 0.00
H 4.941338 3.891116 2.855923 0.03 0.02 0.00
H 4.260454 2.912995 4.965381 0.02 0.00 0.02
H 2.164577 1.588859 5.144920 0.00 -0.02 0.03
H 0.748859 1.235743 3.230367 -0.03 -0.02 -0.02
```
Forces are in eV/Å.

Properties
HOMO energy = -6.9 eV
net charge = 0
multiplicity = 1
maximum force = 0.47 eV/Å
E_tot = -7947.2269 hartree
E_LUMO = 0.0 eV


Here is a cluster of 2 separate species, C6H16O in total from the Open Molecules 2025 dataset. Energies are from the ωB97M-V functional and the def2-TZVPD basis.

```
23
Properties=species:S:1:pos:R:3:forces:R:3
C -1.000930 -1.307562 -1.526064 2.31 0.72 -0.52
C -1.089923 -1.021142 -0.046757 -1.46 0.91 1.06
C -1.782504 0.371047 0.120730 0.47 -1.86 -0.09
C -2.036255 -2.056431 0.604968 -0.15 0.55 -0.06
H -0.420432 -0.526217 -2.064216 -0.68 0.19 0.41
H -1.997065 -1.368549 -1.969327 0.28 -0.47 -0.07
H -0.279654 -2.113633 -1.713943 -0.96 -0.70 -0.08
H -0.143986 -0.971712 0.512263 -0.03 -0.35 -0.58
H -2.705940 0.232575 -0.417522 -0.58 0.56 -0.23
H -2.007118 0.545420 1.163466 0.05 0.38 0.24
H -1.165794 1.118317 -0.333640 0.15 0.73 -0.14
H -1.516789 -2.959242 0.909024 -0.16 -0.23 -0.04
H -2.616213 -1.644915 1.433905 0.57 0.04 0.47
H -2.852264 -2.262749 -0.085141 0.17 -0.49 -0.38
C 2.442496 2.368677 0.786282 2.21 -1.22 0.37
C 2.242791 0.830639 0.538119 -1.30 2.57 -0.46
O 2.083764 0.706080 -0.875245 0.23 -0.66 -0.33
H 3.194442 2.550997 0.007562 -0.50 1.06 -0.07
H 2.983803 2.660387 1.698015 -0.28 -0.48 0.13
H 1.540747 2.957999 0.769418 -0.23 0.01 -0.63
H 3.025937 0.192944 0.941849 -0.17 -0.04 0.16
H 1.225400 0.688662 0.894951 0.27 -1.09 0.43
H 2.875485 1.008409 -1.348696 -0.26 -0.12 0.41
```
Forces are in eV/Å.

Properties
HOMO energy = -10.4 eV
net charge = 0
multiplicity = 1
maximum force = 2.91 eV/Å
SMILES = CC(C)C.CCO
E_tot = -313.3954 hartree
E_LUMO = 0.9 eV


Energy above the lowest of the compared OMol25 structures with the same formula, charge and spin, respectively: 0.00, 116.18, 86.32, 30.22 kcal/mol.